Entry from OMol25: 4 unconnected molecules or ions with the total composition C29H67FNO7PS3 (ωB97M-V/def2-TZVPD).

XYZ file:
```
109
Properties=species:S:1:pos:R:3:mulliken_charge:R:1
H -1.82 0.03 0.65 -1.46
H -0.11 2.12 -3.01 0.57
H -2.87 1.04 2.43 0.48
F -0.11 0.80 2.36 -0.51
H 3.37 -2.33 -4.03 0.44
H 4.31 -2.37 -2.55 0.32
O -0.90 7.08 -2.10 -0.57
C -0.08 1.47 -0.97 2.25
C -1.80 -4.94 3.49 0.58
S -3.85 -4.14 -2.26 0.36
H 6.37 3.17 -0.80 0.34
H -0.56 -0.63 -0.83 0.36
N 3.80 1.78 2.51 -0.49
C 0.31 -3.75 2.92 -1.66
C 3.39 -1.99 -3.00 -0.83
H 0.89 -0.22 -1.72 0.53
H -2.18 -6.65 2.22 0.34
O 3.69 4.24 -1.27 -0.50
C -3.34 -4.80 3.59 -1.55
H -2.90 1.10 -0.93 0.22
H -0.75 1.77 -0.15 0.23
H 2.95 -1.53 -0.46 -0.32
O 1.16 -0.13 0.30 0.19
H 3.32 -1.72 2.12 0.59
C -2.00 2.68 -2.17 0.88
C -1.20 -3.77 2.65 1.88
H 3.10 -0.15 1.39 0.47
H -4.06 2.03 -1.87 0.37
C -3.13 2.09 -1.30 -1.37
H 0.37 9.60 -2.04 0.30
H -5.30 -6.04 -2.18 0.44
H -1.73 -2.90 3.05 -0.35
H -1.30 4.02 -0.60 0.24
H 2.06 1.83 -1.15 0.07
H 1.66 -0.34 4.00 0.13
H 3.38 -0.65 4.13 0.58
H -1.41 -3.13 0.57 -0.51
P 1.04 -1.42 1.46 1.91
O 2.22 2.04 4.23 -0.63
H -0.47 -6.39 2.46 0.30
H 0.41 6.76 0.49 0.26
H -0.76 4.46 -2.25 0.32
H 4.29 2.53 2.99 0.39
C 2.61 -0.21 3.50 -0.66
H 0.75 -4.58 2.35 0.27
H 6.71 2.81 -2.51 0.39
H 0.48 8.50 0.87 0.40
H -3.61 -4.54 4.61 0.29
C -1.57 4.05 -1.65 -1.79
C -0.45 -0.55 2.22 -0.44
H -2.10 -1.59 1.22 -0.42
H -4.89 -2.44 -3.54 0.33
H -3.83 -5.75 3.38 0.43
C 2.67 -0.84 2.10 -1.57
C 5.93 2.92 -1.76 -0.65
S 4.82 4.26 -2.23 0.39
H -0.54 10.32 -0.67 0.38
C 2.47 -2.47 -0.70 -0.39
H 1.28 -3.69 0.54 0.95
H -1.43 -4.89 4.51 0.69
H 1.28 2.63 0.23 0.09
S -1.01 7.99 -0.93 0.52
H -1.37 9.96 -2.21 0.32
O 1.05 -2.57 2.76 -0.47
H -3.33 2.73 -0.44 0.32
O -3.33 -3.23 -1.20 -0.45
C -4.79 -5.42 -1.43 -0.97
H -3.70 -4.03 2.92 0.37
H 3.78 2.52 -3.51 0.07
H -2.41 2.83 -3.17 0.66
H -2.71 -0.32 3.51 0.38
C 1.17 2.36 -0.82 -1.64
C -2.89 -0.05 2.48 -2.02
H 5.06 3.36 -4.43 0.39
H 3.28 2.23 1.76 0.13
C 4.23 3.49 -3.74 -0.71
H 0.44 -4.06 3.96 0.28
H -3.88 -0.36 2.15 0.44
C -1.56 -4.01 1.19 -0.90
H 1.35 7.84 -0.56 0.28
H -0.93 -4.78 0.75 0.33
H 3.19 -3.25 -0.46 0.63
C 2.23 -2.59 -2.22 -0.50
C 0.32 0.02 -0.82 -2.36
H -5.95 -3.00 -2.23 0.31
H -0.55 -0.92 3.24 1.09
C -5.26 -3.31 -3.01 -1.03
H -1.20 0.76 -2.69 0.40
O 3.37 -0.57 -2.99 -0.45
H -5.74 -3.99 -3.71 0.42
C -0.59 9.64 -1.52 -1.00
H 3.48 4.15 -4.18 0.33
H -4.10 -6.03 -0.86 0.25
C 1.19 -2.68 0.14 -1.45
H 0.34 -2.74 -0.53 0.50
C -0.82 1.71 -2.30 -1.84
H 3.69 -0.29 -2.13 0.14
C -1.80 -0.59 1.54 2.22
H 2.17 -3.65 -2.45 0.46
H -2.41 4.73 -1.74 0.55
H 1.08 3.29 -1.36 0.54
H 1.28 -2.15 -2.51 0.31
H -5.52 -4.96 -0.76 0.30
C -1.44 -6.34 2.95 -1.67
H -1.46 -7.09 3.74 0.39
H -2.61 -4.26 1.06 0.46
H 5.36 1.99 -1.66 -0.05
C 2.83 1.29 3.46 0.34
C 0.46 7.75 0.07 -0.90
```

E: -3362.2547 Ha
Total charge: 0
HOMO level: -8.7 eV
Max |F|: 0.0457 hartree/bohr
Kohn-Sham gap: 9.22 eV
LUMO level: 0.492 eV